8
Properties=species:S:1:pos:R:3:forces:R:3:lowdin_charge:R:1 method="wB97M-V/def2-TZVPD" homo_lumo_gap_ha=0.3742 relative_energy_ev=1.284 mol_weight_g_mol=72.1 e_lumo_ev=-0.12 multiplicity=1
C -1.5372 0.9147 0.6959 5.37 0.06 -5.30 -0.348
N -2.3672 0.7668 1.4340 -3.35 -0.43 3.03 -0.052
N 0.6730 -0.9828 0.0780 0.77 -0.07 0.45 -0.181
Si 0.3343 0.4915 -0.6940 -2.62 -0.51 3.66 0.643
H 1.6126 -1.0939 0.4224 -0.15 -0.43 0.40 0.018
H 0.0108 -1.7139 0.3477 0.53 0.68 -0.18 0.050
H 0.1676 -0.0636 -1.9836 -0.75 0.94 -1.62 -0.071
H 1.1060 1.6812 -0.3003 0.19 -0.23 -0.46 -0.059